Entry 1:
Here is C56H43FGeN9P3W as an isolated structure at a distorted geometry from the Open Molecules 2025 dataset. Energies are from wB97M-V/def2-TZVPD.

XYZ file:
```
114
Properties=species:S:1:pos:R:3:nbo_charge:R:1
W 0.417 -0.615 -0.102 0.8457
Ge -1.016 0.605 1.621 1.1860
P -1.067 -2.489 0.858 1.1431
P -1.097 0.812 -1.589 1.0144
P 1.708 1.747 0.840 1.1584
F 1.522 -1.026 1.463 -0.6392
N 3.119 0.508 -0.789 0.0315
N -0.320 -3.177 -3.408 -0.0319
N 2.492 -0.611 -1.013 -0.3289
N 0.529 -2.005 -1.813 -0.4811
N -0.610 -2.413 -2.425 -0.0848
N 4.305 0.508 -1.344 0.1256
N 2.895 -2.389 -2.425 -0.5482
N 1.021 -3.310 -3.523 -0.3098
N 4.531 -0.608 -1.968 -0.1499
C 2.182 -4.688 1.939 -0.1417
C -1.998 2.088 -0.648 -0.3724
C 2.246 3.726 -1.085 -0.2057
C 1.805 6.063 -0.734 -0.1568
C 0.769 0.837 -3.618 -0.1716
C 5.241 -0.078 1.865 -0.1583
C -1.899 -3.843 -0.024 -0.4109
C -4.210 -2.367 3.454 -0.2081
C -2.331 -0.571 2.435 -0.4117
C 0.177 -3.354 1.868 -0.3509
C -3.614 -0.266 -1.814 -0.2426
C 1.516 1.373 -4.656 -0.2173
C -4.680 -0.973 -3.846 -0.1860
C 0.686 2.140 5.238 -0.1553
C 1.138 -3.976 3.984 -0.1938
C 1.497 -2.584 -2.553 0.4175
C 3.955 0.167 1.589 -0.2343
C -0.178 2.998 -3.162 -0.1285
C -3.537 3.939 -0.613 -0.1962
C 0.555 3.529 -4.217 -0.2149
C -3.452 3.977 0.777 -0.1758
C -2.466 0.069 -2.532 -0.2669
C -2.898 -3.564 -0.954 -0.1066
C 2.153 -4.654 3.330 -0.2059
C 2.318 5.040 -1.519 -0.2054
C -2.822 2.994 -1.324 -0.1896
C -1.642 -5.169 0.326 -0.1894
C 1.209 5.768 0.483 -0.2104
C -3.282 -0.151 3.365 -0.2084
C 1.169 4.460 0.941 -0.1156
C -3.345 -5.909 -1.204 -0.1525
C 0.148 -3.325 3.255 -0.1925
C 0.142 1.406 3.001 -0.3696
C -4.213 -1.042 3.874 -0.1603
C -3.617 -4.590 -1.540 -0.2212
C 3.321 -1.285 -1.819 0.5289
C -2.364 -6.195 -0.267 -0.2104
C 1.202 -4.038 1.213 -0.2441
C 1.387 1.891 2.590 -0.4490
C 3.522 1.154 0.565 -0.1332
C -3.279 -2.798 2.525 -0.1184
C -0.091 1.644 -2.863 -0.4281
C 1.923 2.613 4.810 -0.2148
C 1.404 2.725 -4.961 -0.1893
C -2.675 3.049 1.448 -0.1589
C -2.333 -1.901 2.024 -0.3979
C 6.357 0.582 1.200 -0.1128
C 1.708 3.430 0.168 -0.4514
C -3.542 -0.637 -4.562 -0.1788
C -0.196 1.546 4.345 -0.2025
C 4.782 1.658 -0.283 -0.0067
C 6.148 1.440 0.201 -0.2434
C -4.718 -0.783 -2.470 -0.1958
C -1.950 2.083 0.747 -0.4301
C -2.436 -0.110 -3.909 -0.2123
C 2.276 2.498 3.478 -0.1253
H 1.858 7.087 -1.077 0.2368
H 1.104 -3.958 5.065 0.2298
H 2.913 -5.171 3.900 0.2293
H 2.959 -5.240 1.426 0.2170
H -3.900 -6.713 -1.668 0.2300
H 0.410 2.232 6.280 0.2362
H 4.631 2.604 -0.795 0.2739
H -3.114 -2.544 -1.231 0.2145
H 0.788 6.559 1.089 0.2375
H -1.558 0.154 -4.483 0.2216
H -0.816 3.649 -2.582 0.2251
H 3.481 -2.864 -3.098 0.4643
H 2.754 5.262 -2.483 0.2329
H -2.921 2.948 -2.402 0.2299
H -1.144 1.173 4.710 0.2278
H -3.513 -0.780 -5.633 0.2311
H 0.810 -0.229 -3.429 0.1979
H -5.609 -1.035 -1.910 0.2296
H -4.013 4.717 1.332 0.2307
H 2.576 2.940 -1.756 0.2085
H 3.182 -0.293 2.183 0.2869
H -5.543 -1.374 -4.361 0.2322
H 5.466 -0.748 2.685 0.2503
H -4.952 -0.703 4.587 0.2318
H 7.360 0.396 1.559 0.2528
H -0.891 -5.415 1.064 0.2304
H -4.381 -4.357 -2.269 0.2280
H 6.945 1.982 -0.286 0.2569
H 2.604 3.068 5.516 0.2367
H -2.157 -7.220 0.009 0.2309
H -4.941 -3.062 3.844 0.2353
H -3.658 -0.106 -0.740 0.2209
H -3.323 0.886 3.677 0.2135
H 1.962 3.143 -5.787 0.2349
H -3.292 -3.826 2.188 0.2270
H -4.172 4.641 -1.136 0.2351
H 3.232 2.880 3.135 0.2085
H 1.212 -4.093 0.128 0.2140
H 0.723 4.247 1.903 0.2248
H -0.644 -2.803 3.776 0.2286
H 2.154 0.733 -5.251 0.2288
H -2.639 3.075 2.532 0.2078
H 0.458 4.580 -4.456 0.2322
```

Properties
LUMO level (alpha / beta)	-6.80 / -6.83	eV
⟨S²⟩	2.02
spin multiplicity	3
frontier orbital gap (alpha / beta)	5.810 / 6.318	eV
charge	+2
highest occupied orbital energy (alpha / beta)	-0.46330 / -0.48304	Eh

***

Entry 2:
Here is C5H7LiO3Tl as an isolated structure at a distorted geometry from the Open Molecules 2025 dataset. Energies are from wB97M-V/def2-TZVPD.

XYZ file:
```
17
Properties=species:S:1:pos:R:3:nbo_charge:R:1
Tl 2.162 -1.903 1.604 0.9771
O 1.396 -0.818 -0.137 -0.7198
O 0.406 0.736 -1.410 -0.7793
O -0.336 0.283 0.637 -0.4798
C -2.307 1.388 1.444 -0.7207
C -1.674 0.569 0.396 0.0751
C 0.477 -0.040 -0.349 1.0618
C 3.758 -0.797 -1.558 -0.1935
C 3.713 -0.066 -2.539 -0.2844
Li -1.081 1.995 -1.796 0.9757
H -1.769 2.337 1.580 0.2504
H 4.081 0.378 -3.452 0.2816
H -3.346 1.596 1.166 0.2698
H -2.283 0.856 2.413 0.2767
H 1.319 0.702 -1.950 0.5904
H -2.205 -0.213 -0.160 0.2074
H 3.879 -1.221 -0.573 0.2114
```

Properties
LUMO level (alpha / beta)	-7.42 / -8.53	eV
⟨S²⟩	0.75
spin multiplicity	2
frontier orbital gap (alpha / beta)	9.022 / 8.534	eV
charge	+2
relative energy (zero: lowest compared OMol25 entry of this formula, charge and spin)	130.7	kJ/mol
highest occupied orbital energy (alpha / beta)	-0.60417 / -0.62701	Eh

***

Entry 3:
Here is an isolated molecule of C23H31N3 from the Open Molecules 2025 dataset. Energies are from wB97M-V/def2-TZVPD.

XYZ file:
```
57
Properties=species:S:1:pos:R:3:nbo_charge:R:1
N 0.695 -0.988 -0.650 -0.5678
N -0.978 -1.094 0.862 -0.4803
N -0.298 1.020 0.086 -0.6187
C -2.043 -1.866 -3.797 -0.2027
C 2.936 0.021 3.386 -0.3864
C -1.962 -3.077 -0.208 -0.4463
C 1.727 -0.384 4.233 -0.3897
C -0.531 -0.072 3.090 -0.4127
C -3.156 -0.256 -2.423 -0.1977
C 1.937 4.004 -1.780 -0.2509
C -1.554 -0.671 2.111 -0.2044
C 0.456 1.984 -0.567 0.2454
C 0.097 3.322 -0.401 -0.2689
C 3.892 1.518 1.590 -0.6004
C -1.835 -2.668 -2.688 -0.2432
C -2.273 -2.269 -1.433 0.0723
C -2.693 -0.652 -3.665 -0.2184
C 2.293 2.675 -1.946 -0.1772
C -0.141 -0.333 0.064 0.6021
C 0.833 4.321 -1.006 -0.1997
C 1.563 1.665 -1.349 -0.2924
C 0.518 -2.393 -0.359 -0.2305
C 2.628 1.053 2.303 -0.4039
C 0.600 -1.044 3.426 -0.4095
C -0.740 -2.487 0.536 -0.0367
C -2.952 -1.061 -1.318 -0.2432
H 0.544 5.354 -0.871 0.2116
H -2.816 -3.068 0.475 0.2096
H 2.133 1.918 2.754 0.1899
H 4.394 0.674 1.123 0.2008
H 0.399 -2.940 -1.295 0.1993
H 1.019 -1.444 2.502 0.2022
H 2.075 -1.080 4.999 0.2050
H -2.845 -0.021 -4.528 0.2126
H 4.582 1.984 2.290 0.1960
H 1.823 0.628 -1.472 0.2702
H 3.151 2.420 -2.550 0.2111
H 0.182 -1.882 3.990 0.2002
H 1.337 0.496 4.750 0.1930
H -0.763 3.575 0.205 0.1987
H -1.331 -3.617 -2.804 0.2068
H 3.642 2.238 0.814 0.2175
H -1.107 1.359 0.582 0.3961
H 1.957 0.621 1.561 0.2029
H -2.024 -1.548 2.563 0.2110
H 1.416 -2.775 0.143 0.1902
H 2.512 4.787 -2.251 0.2107
H -0.559 -3.081 1.439 0.1996
H 3.355 -0.871 2.914 0.1928
H -1.740 -4.112 -0.472 0.2139
H -1.690 -2.189 -4.766 0.2119
H -3.327 -0.753 -0.352 0.2046
H -2.349 0.067 1.929 0.1829
H 3.700 0.428 4.054 0.1978
H -1.057 0.209 4.006 0.2061
H -0.106 0.834 2.659 0.2080
H -3.677 0.685 -2.315 0.2088
```

Properties
LUMO level	0.69	eV
structure (SMILES)	CCCCCCCN1C(Nc2ccccc2)=NC[C@@H]1Cc1ccccc1
frontier orbital gap	8.577	eV
relative energy (zero: lowest compared OMol25 entry of this formula, charge and spin)	5.2	kJ/mol
highest occupied orbital energy	-0.28967	Eh

***

Entry 4:
Here is an isolated molecule of C3H9N3O2 at a distorted geometry from the Open Molecules 2025 dataset. Energies are from wB97M-V/def2-TZVPD.

XYZ file:
```
17
Properties=species:S:1:pos:R:3:nbo_charge:R:1
O -1.606 1.501 0.587 -0.5509
O -2.355 -0.876 -0.164 -0.5653
N 1.366 -0.356 -0.248 -0.4623
N -0.378 1.128 0.239 -0.1832
N -0.985 -1.109 -0.423 -0.3546
C -0.063 -0.053 -0.196 0.4296
C 2.080 0.743 -0.870 -0.4191
C 2.040 -0.823 0.992 -0.4034
H 2.402 1.515 -0.168 0.1874
H 2.626 -0.010 1.362 0.1966
H 1.334 -1.332 1.741 0.1959
H -2.787 -0.927 -1.004 0.4842
H 2.608 -1.663 0.756 0.1954
H -0.628 -1.948 0.076 0.3663
H 2.810 0.441 -1.595 0.1950
H -2.345 0.807 0.316 0.4662
H 1.298 1.272 -1.396 0.2222
```

Properties
LUMO level	0.60	eV
structure (SMILES)	CN(C)/C(=N/O)NO
frontier orbital gap	8.832	eV
relative energy (zero: lowest compared OMol25 entry of this formula, charge and spin)	657.7	kJ/mol
highest occupied orbital energy	-0.30258	Eh

***

Entry 5:
Here is an isolated ion of composition C3H7ClO2PS and charge +1 at a distorted geometry from the Open Molecules 2025 dataset. Energies are from wB97M-V/def2-TZVPD.

XYZ file:
```
15
Properties=species:S:1:pos:R:3:nbo_charge:R:1
Cl -3.845 -1.306 0.075 -0.0415
S -2.439 2.022 0.060 -0.0863
P -2.271 -0.098 -0.026 1.7839
O -1.200 -0.500 1.307 -0.7199
O -1.485 -0.414 -1.320 -0.8042
C -0.095 -0.134 -1.383 -0.0583
C 0.065 -0.007 1.109 -0.0789
C 0.636 -0.670 -0.166 -0.4983
H -0.062 1.021 -1.494 0.1936
H 0.152 -0.654 -2.246 0.2278
H 0.634 -1.742 -0.293 0.2474
H 0.645 -0.075 1.991 0.2350
H -0.065 1.010 0.925 0.1785
H -3.015 1.823 1.182 0.1576
H 1.653 -0.608 -0.456 0.2636
```

Properties
LUMO level	-5.18	eV
frontier orbital gap	10.265	eV
charge	+1
relative energy (zero: lowest compared OMol25 entry of this formula, charge and spin)	0.0	kJ/mol
highest occupied orbital energy	-0.56750	Eh

***

Entry 6:
Here is C4H8O2 as an isolated structure from the Open Molecules 2025 dataset. Energies are from wB97M-V/def2-TZVPD.

XYZ file:
```
14
Properties=species:S:1:pos:R:3:nbo_charge:R:1
O 1.442 1.074 -0.071 -0.6321
O -1.215 1.138 -1.381 -0.5176
C -0.809 -0.475 0.855 -0.2979
C 0.182 -1.249 0.243 -0.5127
C 1.425 -0.070 -0.649 0.0923
C -1.036 1.381 -0.213 0.2399
H 1.042 -0.115 -1.678 0.1577
H -0.123 -1.892 -0.580 0.2293
H -1.668 2.108 0.338 0.1260
H 2.264 -0.745 -0.447 0.1691
H -0.642 -0.100 1.863 0.2131
H 0.078 1.187 0.246 0.2724
H 0.909 -1.689 0.919 0.2321
H -1.849 -0.554 0.554 0.2284
```

Properties
LUMO level	-0.64	eV
frontier orbital gap	8.309	eV
relative energy (zero: lowest compared OMol25 entry of this formula, charge and spin)	536.9	kJ/mol
highest occupied orbital energy	-0.32901	Eh

***

Entry 7:
Here is an isolated molecule of C3H4N4O at a distorted geometry from the Open Molecules 2025 dataset. Energies are from wB97M-V/def2-TZVPD.

XYZ file:
```
12
Properties=species:S:1:pos:R:3:nbo_charge:R:1
O 1.032 0.652 0.667 -0.4636
N 0.378 0.803 -1.597 -0.2987
N -1.125 -0.840 -1.520 -0.0322
N -0.741 0.214 -2.120 -0.1267
N -0.699 -0.915 -0.232 -0.3051
C 0.255 0.069 -0.272 0.5465
C 0.042 -0.466 2.788 -0.4875
C 0.914 0.363 2.016 0.1155
H -0.841 -1.052 2.418 0.2363
H -0.811 0.185 -3.073 0.4011
H 0.107 -0.240 3.839 0.2121
H 1.335 1.257 2.568 0.2023
```

Properties
LUMO level	0.43	eV
structure (SMILES)	C=COc1nn[nH]n1
frontier orbital gap	9.618	eV
relative energy (zero: lowest compared OMol25 entry of this formula, charge and spin)	471.2	kJ/mol
highest occupied orbital energy	-0.33777	Eh

***

Entry 8:
Here is C27H16Cl3F3NOPdSb as an isolated structure at a distorted geometry from the Open Molecules 2025 dataset. Energies are from wB97M-V/def2-TZVPD.

XYZ file:
```
53
Properties=species:S:1:pos:R:3:nbo_charge:R:1
Sb 0.346 -0.511 -0.265 1.2975
Pd -0.320 2.115 0.544 0.8172
Cl 0.114 4.259 0.330 -0.3337
Cl -2.839 -0.874 3.970 0.2097
Cl -7.176 0.248 1.025 0.2177
F 2.020 -6.034 2.060 -0.2818
F 3.591 -0.042 -5.566 -0.2838
F 4.173 3.629 2.592 -0.2674
O -1.415 0.524 1.808 -0.5436
N -2.473 1.828 -0.296 -0.4509
C 3.408 2.595 0.639 -0.2635
C 0.821 0.065 -3.279 -0.2208
C 3.498 -0.728 -3.331 -0.2581
C 1.683 -4.849 1.577 0.4543
C 2.410 2.099 2.803 -0.2391
C 2.515 1.734 0.030 -0.1715
C -5.495 0.362 1.250 0.1543
C 2.883 -0.190 -4.456 0.4384
C -4.279 2.262 -1.760 -0.2102
C 1.177 -2.545 1.951 -0.2128
C 1.596 1.001 0.800 -0.4301
C 1.464 -4.711 0.209 -0.2636
C 1.548 0.198 -4.449 -0.2553
C 1.533 1.216 2.196 -0.2132
C 1.547 -3.777 2.454 -0.2624
C 1.106 -3.476 -0.288 -0.2018
C -3.297 1.160 0.535 0.1289
C -5.160 1.642 -0.898 -0.0568
C -4.911 -0.213 2.371 -0.2821
C 0.987 -2.392 0.580 -0.3485
C -3.541 -0.153 2.600 0.0179
C 2.761 -0.872 -2.170 -0.2238
C -4.687 1.055 0.287 -0.1547
C -2.676 0.515 1.679 0.4411
C 3.343 2.778 2.019 0.4922
C -2.931 2.362 -1.412 0.1222
C 1.434 -0.456 -2.146 -0.3562
H -4.616 2.676 -2.696 0.2667
H -6.213 1.596 -1.132 0.2619
H 1.563 -5.567 -0.438 0.2568
H 2.559 1.596 -1.043 0.2507
H -2.215 2.884 -2.041 0.2456
H 1.721 -3.925 3.511 0.2537
H 1.047 -1.707 2.624 0.2177
H -0.224 0.362 -3.250 0.2170
H -5.534 -0.727 3.088 0.2836
H 0.829 0.659 2.807 0.2417
H 4.536 -1.022 -3.372 0.2579
H 4.144 3.131 0.058 0.2642
H 0.929 -3.353 -1.347 0.2331
H 1.100 0.598 -5.345 0.2522
H 2.389 2.265 3.871 0.2543
H 3.225 -1.290 -1.286 0.2373
```

Properties
LUMO level (alpha / beta)	-10.26 / -10.26	eV
frontier orbital gap (alpha / beta)	3.653 / 3.633	eV
charge	+2
relative energy (zero: lowest compared OMol25 entry of this formula, charge and spin)	329.9	kJ/mol
highest occupied orbital energy (alpha / beta)	-0.51135 / -0.51071	Eh